This record from OMol25 describes a 2-piece molecular cluster, C6H16O2 overall in a non-equilibrium geometry. The level of theory is ωB97M-V/def2-TZVPD.

Each line ends with the Mulliken charge.
Element x y z (Å)
C: -2.2741 -0.7980 -0.8556  -1.53
C: -1.4788 -0.0359 0.1935  1.44
C: -2.1899 0.0150 1.5364  -1.56
C: -1.0490 1.3253 -0.2848  -1.20
H: -3.2268 -0.3024 -1.0444  0.37
H: -1.7201 -0.8516 -1.7907  0.35
H: -2.4943 -1.8109 -0.5222  0.38
H: -0.4497 -0.6122 0.3312  -0.03
H: -1.5722 0.5046 2.2876  0.37
H: -3.1147 0.5875 1.4491  0.36
H: -2.4543 -0.9832 1.8816  0.39
H: -1.8017 1.8032 -0.9070  0.39
H: -0.0756 1.1664 -0.8141  0.27
H: -0.7734 1.9959 0.5272  0.27
C: 2.8615 -1.2297 -0.2785  -1.39
C: 2.0208 0.0381 -0.1604  1.01
O: 2.4541 0.6917 1.0086  -0.54
O: 2.1822 0.8623 -1.2832  -0.54
H: 2.6806 -1.8767 0.5738  0.34
H: 3.9220 -0.9745 -0.2967  0.37
H: 2.6060 -1.7505 -1.1973  0.35
H: 0.8944 -0.3638 -0.1127  -0.52
H: 1.9382 1.4974 1.1271  0.32
H: 3.1147 1.1021 -1.3684  0.33

## Properties
SMILES: CC(C)C.CC(O)O
Orbital gap in eV: 11.01
Relative energy (zero: lowest compared OMol25 entry of this formula, charge and spin) in kcal/mol: 14.24
HOMO level in eV: -10.202
E_tot in eV: -10575.9236
Charge: 0